No. 1
Formula: C7H12N2O3S
Source: the OMol25 dataset
Level of theory: ωB97M-V with the def2-TZVPD basis set

The calculation puts the total energy at -1007.1999 a.u.

The geometry in ORCA input format:
```
! RIJCOSX wB97M-V def2-TZVPD def2/J DEFGRID3
* xyz 0 1
S 1.54680 -1.08037 -0.96940
O -3.30569 -0.61987 -1.20576
O 0.13628 2.13349 2.21462
O -2.52010 0.01999 0.68495
N 0.08108 0.20550 0.99631
N -2.39517 -0.56136 -0.38233
C -0.01556 -0.53352 2.19578
C -1.09880 -1.06353 -0.83685
C -0.09459 2.29715 -0.24713
C 2.76372 -0.16373 0.00445
C 0.10067 1.61761 1.13644
C -1.13506 -1.69757 -2.16146
C 0.01345 -0.52923 -0.27767
H -1.02937 -0.63050 2.57789
H -1.89146 -2.45322 -2.27147
H 0.38825 -1.54799 1.95411
H -1.10782 -0.84400 -2.79848
H -0.07550 -2.08601 -2.42101
H 3.47159 -0.83421 0.37268
H -1.03410 1.97797 -0.72269
H 0.85448 2.00721 -0.86840
H 2.39156 0.38901 0.80630
H 0.04119 3.45666 -0.14790
H 0.68649 -0.07294 2.91680
H 3.22767 0.61348 -0.54978
*
```

No. 2
Formula: C39H45P3PtS2
Source: the OMol25 dataset
Level of theory: ωB97M-V with the def2-TZVPD basis set

The calculation puts the total energy at -3452.9027 a.u.

The geometry in ORCA input format:
```
! RIJCOSX wB97M-V def2-TZVPD def2/J DEFGRID3
* xyz 0 1
Pt 0.32334 -0.14625 -0.09350
S 2.79963 0.38753 -0.54563
S 1.20484 -2.60449 -0.51926
P 0.08569 2.46839 -0.60442
P 2.89529 -1.57897 -0.85908
P -0.36000 -0.65099 2.36121
C 4.29625 -2.27127 0.10243
C 5.40339 -4.14634 1.10468
C 4.74263 -1.19174 -4.47419
C 1.31390 0.46518 4.54774
C -0.09724 5.25140 -3.58876
C -0.20337 6.45968 -2.91886
C 6.44664 -1.98186 1.12709
C 3.50243 -1.89443 -2.55159
C -1.29316 -2.09136 4.71065
C 6.46308 -3.32699 1.46016
C -2.79595 -0.20665 -0.90293
C -1.83768 0.45669 2.69218
C -3.96123 0.50295 -1.16155
C -0.39768 3.51449 2.02274
C -0.18797 6.48707 -1.53530
C 4.23052 -0.92024 -3.21969
C -0.08317 5.30816 -0.82015
C 0.05763 3.94856 3.25611
C -1.61013 0.47076 -0.64915
C 3.77226 -3.39407 -4.39745
C -2.80578 2.59037 -0.89020
C 2.33705 -0.94573 2.76216
C 1.87297 3.06329 1.36103
C 4.31789 -3.62048 0.42643
C 1.22640 0.05989 3.08069
C -0.59358 -2.23372 3.36275
C -0.00005 4.07063 -2.87659
C 2.32123 3.47270 2.60294
C 4.52884 -2.43305 -5.05173
C 3.25751 -3.12557 -3.14301
C -2.06983 1.10898 4.04868
C 1.41091 3.91538 3.54813
C -1.63511 1.88071 -0.66027
C -3.09575 -0.30745 2.27167
C 5.36431 -1.45356 0.44661
C 0.50856 3.05952 1.07352
C -3.97366 1.88767 -1.12720
C -1.26709 -3.30928 2.51363
C -0.01193 4.08955 -1.48461
H -3.46658 -0.93590 3.07608
H 5.29847 -0.43204 -5.00686
H -4.87856 -0.02181 -1.38358
H 1.75533 4.23595 4.51847
H -0.09322 5.23545 -4.66895
H 2.41959 -1.70648 3.53478
H -1.21603 -4.27113 3.02481
H -0.07885 5.33574 0.25891
H -2.31230 -3.06728 2.33898
H -2.81911 -1.28833 -0.92899
H 3.37717 3.44455 2.83297
H -0.26233 7.42717 -1.00636
H -0.84336 -1.31264 5.31856
H 7.31071 -3.73536 1.99188
H -1.67320 1.24964 1.95273
H -2.99522 1.68037 3.98596
H 3.57413 -4.34756 -4.86987
H 0.70677 1.33647 4.76805
H 1.39388 0.95107 2.46355
H 3.48425 -4.25234 0.15014
H 2.14454 -1.45334 1.81567
H -2.19243 0.37327 4.83339
H -1.26952 1.78954 4.31663
H 4.37262 0.04934 -2.76340
H 0.07289 3.12287 -3.39483
H 0.43111 -2.56738 3.55116
H 5.42284 -5.19775 1.35945
H -4.89201 2.42791 -1.30880
H 2.34963 0.71956 4.77188
H 1.02652 -0.34587 5.21108
H -0.76290 -3.40412 1.55241
H -1.21853 -3.02930 5.25827
H 2.56679 2.71459 0.60630
H -2.89013 -0.93440 1.40960
H 7.27863 -1.34742 1.40122
H -2.35063 -1.88615 4.57858
H 5.34310 -0.40539 0.18421
H 4.95085 -2.64806 -6.02197
H 3.29995 -0.44740 2.68104
H -1.45466 3.53263 1.79130
H 2.64702 -3.85488 -2.62605
H -2.80324 3.67247 -0.88750
H -0.64508 4.33202 3.98308
H -3.88515 0.39145 2.00520
H -0.31627 7.37900 -3.47251
*
```

No. 3
Formula: C23H42B2F5NO16P
Source: the OMol25 dataset
Level of theory: ωB97M-V with the def2-TZVPD basis set

The calculation puts the total energy at -3050.6804 a.u.

The geometry in ORCA input format:
```
! RIJCOSX wB97M-V def2-TZVPD def2/J DEFGRID3
* xyz -1 1
P 6.40561 0.45976 1.07188
F -2.65959 -2.25845 -0.34236
F -3.09308 -0.22207 1.55162
F -0.65129 -1.44260 -0.65316
F -1.68717 -1.80144 2.10589
F -2.43027 -0.17242 -0.91110
O 2.96117 1.22543 0.40257
O 3.00759 -1.48466 -6.35290
O 6.88845 3.30741 5.60065
O 7.57068 2.79019 7.69056
O 4.47749 -2.77510 -5.22463
O 2.90656 -1.79874 -4.11873
O -11.38245 1.68916 -0.87670
O 2.22443 -1.24045 -0.75066
O 1.92628 -2.45611 1.26464
O 6.84894 1.20338 6.41947
O -4.99145 -0.51067 -3.96876
O -13.30080 1.45304 -1.83455
O 3.98583 0.18532 2.23240
O -11.48210 0.54751 -2.81992
O -6.95810 -1.13275 -4.59574
O -6.76137 0.07596 -2.69847
N 7.60889 0.36331 2.10294
C 7.07943 2.50365 6.47306
C -8.37084 -1.16574 -4.38614
C -0.80475 0.38010 1.54403
C 3.31490 4.33972 1.65235
C 3.41650 -1.96726 -5.32906
C -11.99981 1.16872 -1.92984
C 3.67704 3.29338 1.22778
C 7.86288 4.17045 7.88117
C 3.13108 -3.16088 1.55443
C -1.82926 -0.72318 1.30864
C 4.85726 1.12721 1.79237
C -1.87114 -1.16776 -0.17102
C -14.08805 0.94791 -2.91224
C 6.31847 0.73694 5.16076
C 2.88990 -4.63949 1.26870
C 1.75314 -0.94783 -4.06447
C -9.96743 1.45740 -0.84953
C 4.06736 2.00021 0.67180
C -4.13123 0.16700 -3.03647
C 1.47580 0.95713 2.43550
C 5.12942 -3.04304 -6.46334
C -6.27917 -0.46718 -3.65821
C 0.19701 0.13076 2.68283
B 2.64468 0.22153 1.52647
B 2.23578 -1.21025 0.65274
H 2.95452 -1.79473 -1.04734
H 1.88305 1.27326 3.39854
H 2.98446 -4.79352 0.19833
H 4.45296 -3.54153 -7.15554
H -9.75217 0.39221 -0.81146
H 0.94287 -1.36525 -4.65983
H 5.50811 -2.12377 -6.90667
H 5.35602 1.20288 4.95752
H 7.94042 -0.58927 2.18134
H 3.61392 -5.25375 1.79606
H 1.45153 -0.90088 -3.02196
H -8.79597 -1.73191 -5.21006
H 7.01370 0.92477 4.34557
H 5.14000 1.87615 2.53880
H 3.41879 -3.03370 2.59897
H 6.14658 -0.81412 0.52147
H -14.03113 -0.13816 -2.95483
H -0.26970 0.51600 3.59141
H 0.38098 -0.92236 2.86757
H 2.00119 0.05346 -4.40999
H 6.17429 -0.33454 5.26144
H -9.58991 1.92946 0.05207
H 4.73715 2.05474 -0.18695
H -3.11761 0.05333 -3.40424
H 1.17482 1.86279 1.91375
H -4.38389 1.22563 -2.99552
H 6.80605 1.31578 0.01933
H 1.87891 -4.87500 1.57684
H 8.24853 4.26881 8.89281
H 3.95389 -2.78916 0.93788
H -13.76606 1.37756 -3.85898
H 3.06826 5.31933 1.96825
H -8.78919 -0.16127 -4.39149
H -4.21926 -0.28008 -2.06145
H 8.61904 4.50690 7.17364
H -8.60984 -1.66536 -3.44941
H 5.96276 -3.70259 -6.23761
H -0.26720 0.64733 0.63867
H 6.96234 4.77400 7.77937
H -9.48617 1.90591 -1.71535
H -1.38153 1.26000 1.80985
H -15.11309 1.24646 -2.71219
*
```

No. 4
Formula: H8O16S3Zn
Source: the OMol25 dataset
Level of theory: ωB97M-V with the def2-TZVPD basis set

The calculation puts the total energy at -4182.2472 a.u.

The geometry in ORCA input format:
```
! RIJCOSX wB97M-V def2-TZVPD def2/J DEFGRID3
* xyz -4 1
Zn 0.61647 0.03093 -0.15642
S -1.17478 2.85031 -0.70272
S -1.05383 -1.46075 -2.78748
S -1.43467 -1.83293 1.64852
O -1.20872 -2.92753 0.71333
O -2.45393 -1.53775 -2.36525
O -0.57087 -0.67463 1.23278
O -0.50333 -2.79867 -2.90187
O 1.65517 -1.81589 -0.04748
O 2.16991 0.65774 -1.43448
O -2.83545 -1.40799 1.70974
O -0.93935 -0.79443 -4.12368
O -0.95980 1.23053 3.19520
O -0.31161 -0.60138 -1.80313
O -2.60888 2.56182 -0.75373
O -0.33016 1.68998 -0.41292
O -0.77124 3.45065 -1.98887
O -0.92940 -2.26465 2.96159
O 1.83750 0.73754 1.40541
O -0.95972 3.81655 0.41842
H -0.10212 1.65195 3.27792
H 1.80001 0.64905 2.36373
H 2.08970 -2.03061 0.78387
H -0.85940 0.61300 2.42042
H 2.69520 1.40308 -1.12051
H 2.70026 1.12339 1.22183
H 1.76157 -2.59705 -0.59974
H 2.68147 0.27775 -2.15448
*
```

No. 5
Formula: C26H55O10P3
Source: the OMol25 dataset
Level of theory: ωB97M-V with the def2-TZVPD basis set

The calculation puts the total energy at -2800.1581 a.u.

The geometry in ORCA input format:
```
! RIJCOSX wB97M-V def2-TZVPD def2/J DEFGRID3
* xyz 0 1
P 1.01704 -3.68530 1.31651
P 5.75602 5.66005 -0.43193
P -6.89846 -3.33806 -2.27324
O -7.36660 -3.91520 -3.55691
O 2.34953 -3.75797 2.26436
O 0.07703 -4.11449 2.58719
O 3.31455 6.02134 -1.79488
O 0.68002 -2.09747 1.42081
O -6.59396 -2.10174 -1.24041
O -7.97534 -3.96837 -1.21357
O 7.07477 4.79456 0.24470
O -5.56975 -4.18594 -1.87269
O 1.59798 -3.87869 -0.03497
C 2.04325 5.12339 0.10426
C -1.75927 -2.06085 1.17259
C -7.17607 -0.81533 -1.55463
C 3.09497 3.68478 -1.49236
C 2.81872 4.97860 -1.03995
C 1.80559 6.47925 2.18850
C 6.86610 3.38488 0.30263
C 4.41709 -3.06452 1.17387
C -0.41367 -5.47531 2.62169
C 1.85011 2.70498 0.32321
C 2.89030 1.16707 -1.34819
C 0.15711 6.78319 0.32302
C 0.70610 -6.49751 2.66044
C -0.41365 -1.57681 0.66224
C 2.62229 2.56475 -0.83559
C 3.59692 -4.21065 1.73818
C 6.41854 1.44726 1.79842
C 6.63680 2.98120 1.77023
C -8.93198 -6.10953 -1.88215
C -3.76667 -2.60555 -2.39608
C 4.37427 6.73689 -1.14986
C -9.15711 -4.62294 -1.67542
C 1.57512 3.98755 0.76448
C -4.37187 -3.97909 -2.62624
C -8.69137 -0.85783 -1.60454
C 1.64594 6.49435 0.64330
H 4.04637 7.43445 -0.36734
H 4.96659 5.32027 0.69260
H -4.40893 -1.81794 -2.79865
H -1.03322 -5.56089 3.51251
H 3.43745 -4.98716 0.99011
H 0.90040 6.11851 2.68026
H -4.57652 -4.13933 -3.68859
H 2.20713 7.32143 0.22156
H 1.48574 1.81429 0.82079
H 6.04337 1.14128 2.77280
H 1.95788 7.50568 2.53466
H -6.84385 -0.12520 -0.78102
H 7.75109 2.88273 -0.09876
H 6.55756 6.82455 -0.33476
H -2.79767 -2.52696 -2.89138
H 7.49993 3.27057 2.36916
H 0.00259 7.85885 0.46038
H -0.36018 -0.49158 0.75047
H 4.85063 -2.47562 1.98430
H -9.74170 -6.54201 -2.47174
H 5.79580 4.84372 -1.58580
H -9.04971 -1.49259 -2.42013
H -0.51442 6.23027 0.97880
H -9.52540 -4.14969 -2.58556
H -9.09447 -1.25938 -0.67555
H 5.95954 3.10986 -0.25812
H -9.09179 0.14429 -1.76047
H -1.87846 -3.13529 1.00954
H 7.37385 0.98181 1.54970
H -3.67028 -4.74693 -2.30166
H 3.80882 -2.38377 0.57932
H 4.83337 7.35681 -1.92932
H -1.05617 -5.64569 1.75355
H -9.92365 -4.47086 -0.91309
H 1.37945 -6.29734 3.49312
H -0.28069 -1.83476 -0.39294
H -6.77265 -0.46371 -2.50819
H 2.63824 5.85361 2.51249
H 1.94751 0.61050 -1.38054
H 3.55803 0.59752 -0.69910
H -3.63765 -2.41102 -1.33220
H -8.89530 -6.62293 -0.91968
H -1.86012 -1.87844 2.24166
H -0.05486 6.58988 -0.73098
H 5.22944 -3.44343 0.55184
H 5.73395 3.51495 2.07701
H 3.69910 3.54153 -2.38307
H 5.71175 1.21786 0.99692
H 0.29605 -7.50182 2.77008
H 1.30202 -6.47705 1.74328
H 3.24334 1.18363 -2.38093
H 4.13912 -4.67850 2.56212
H 0.96914 4.08262 1.65897
H -7.98676 -6.31176 -2.38399
H -2.57124 -1.55485 0.64859
*
```

No. 6
Formula: C10H9NO2S
Source: the OMol25 dataset
Level of theory: ωB97M-V with the def2-TZVPD basis set

The calculation puts the total energy at -989.7666 a.u.

The geometry in ORCA input format:
```
! RIJCOSX wB97M-V def2-TZVPD def2/J DEFGRID3
* xyz 0 1
S -3.02087 0.32177 -1.02994
O -0.67966 -1.90996 1.26996
O -0.91206 2.74610 0.49921
N -1.23927 0.47654 0.88765
C 2.00792 1.75317 -0.39990
C -2.28178 -1.17775 -1.42271
C -0.39873 -0.67693 0.78680
C 3.15140 0.99579 -0.70855
C 3.09813 -0.37476 -0.57528
C 0.83148 -0.28892 0.22449
C -0.46427 1.63984 0.44337
C 0.82980 1.10593 -0.01974
C 2.02660 -0.97852 0.00843
C -2.62029 0.25121 0.76055
H 1.95821 2.78028 -0.47076
H 3.96641 -1.11161 -0.74316
H 4.16841 1.31375 -1.05740
H -3.19268 1.02838 1.27819
H -2.95807 -0.75178 1.09850
H 1.84941 -2.02820 0.34012
H -2.09470 -1.81079 -0.67524
H -2.56062 -1.51810 -2.36904
H -1.46478 -1.78543 1.87444
*
```

No. 7
Formula: C4H7NO2
Source: the OMol25 dataset
Level of theory: ωB97M-V with the def2-TZVPD basis set

The calculation puts the total energy at -361.7978 a.u.

The geometry in ORCA input format:
```
! RIJCOSX wB97M-V def2-TZVPD def2/J DEFGRID3
* xyz 0 1
O 0.09637 -0.44887 -1.67234
O 0.75505 -0.75141 1.57979
N -1.65426 0.07876 -0.19000
C -0.74210 0.92357 0.57613
C 0.67350 0.37310 0.62338
C 1.11184 -0.28977 -0.67208
C -1.17932 -0.46290 -1.23274
H 1.41352 1.08300 1.00043
H -1.82526 -1.01479 -1.91567
H 1.29818 -1.22452 -0.07233
H 1.98966 0.11123 -1.19308
H -0.06034 -1.27990 1.53327
H -1.09716 0.99138 1.60755
H -0.77649 1.93855 0.15512
*
```

No. 8
Formula: C5H6O
Source: the OMol25 dataset
Level of theory: ωB97M-V with the def2-TZVPD basis set

The calculation puts the total energy at -269.2327 a.u.

The geometry in ORCA input format:
```
! RIJCOSX wB97M-V def2-TZVPD def2/J DEFGRID3
* xyz 0 1
O -1.63997 -0.34512 0.99036
C 1.18043 0.08798 -0.79010
C -0.27997 -0.05824 1.32127
C -1.35253 -0.01514 -0.46207
C 2.16956 -0.45558 -1.21513
C -0.00422 0.54267 -0.06746
H 3.11601 -0.90523 -1.48765
H -0.13639 0.65251 2.17550
H -2.02997 0.77268 -0.85389
H -1.28592 -0.95751 -1.09786
H 0.20954 -1.00205 1.58987
H 0.05343 1.68303 -0.10282
*
```

No. 9
Formula: C23H44N3O2P2Zn
Source: the OMol25 dataset
Level of theory: ωB97M-V with the def2-TZVPD basis set

The calculation puts the total energy at -3679.3110 a.u.

The geometry in ORCA input format:
```
! RIJCOSX wB97M-V def2-TZVPD def2/J DEFGRID3
* xyz 1 1
Zn -0.00742 -0.10367 -0.01421
P 2.33242 0.58885 0.62198
P -1.25352 -1.61332 -1.54481
O 1.26033 -2.63520 0.84281
O -4.26167 3.07185 4.46609
N -4.77806 4.37268 2.65889
N 0.83716 0.52647 -1.92258
N -1.18221 1.17296 0.97499
C -2.42711 1.52993 2.99315
C 3.98001 -0.25002 0.54229
C -1.52566 -3.07258 -3.97809
C 5.17781 0.70471 0.38160
C 3.34483 2.42099 2.57507
C -1.72330 2.31503 0.46394
C 2.19303 1.46384 2.25741
C -3.60034 -1.24436 -0.04694
C 2.48207 1.92030 -0.63439
C 1.30418 -1.77592 -0.00540
C -1.41771 -0.18197 -2.73146
C -0.60692 -2.88084 -2.75340
C -1.50276 0.81643 2.24708
C -3.38056 -3.44453 -1.30101
C 4.16951 -1.23500 1.69832
C 1.63781 1.76957 -1.90878
C 1.92028 0.46837 3.39651
C -3.05280 2.66140 2.45632
C -3.07251 -1.94850 -1.30537
C -4.08524 3.35906 3.28653
C -0.24587 -4.20995 -2.07950
C -0.08365 0.46077 -3.09184
C -2.65642 3.06090 1.17490
H -4.66238 -1.49850 0.07463
H -2.07048 0.56261 -2.24590
H -3.06431 3.94581 0.69543
H 5.41728 0.82652 -0.68288
H 1.49423 -0.48633 3.05601
H 5.04786 -1.85532 1.47311
H 3.11114 2.93557 3.51818
H 4.35432 -0.72147 2.65155
H 0.26896 -4.06972 -1.12281
H -1.40711 2.63596 -0.53240
H -3.06698 -1.57951 0.85404
H 3.47142 3.19343 1.80463
H -3.52347 -0.15057 -0.10971
H -1.00240 -2.75788 -4.89297
H 4.29501 1.88911 2.71787
H -2.45999 -2.49835 -3.92769
H -2.66285 1.17240 3.99180
H 6.05764 0.27639 0.87949
H -4.42180 -3.59134 -0.98852
H 1.93152 -1.87303 -0.96812
H 1.51066 -0.26224 -2.01343
H 0.33616 -2.42892 -3.10663
H 0.93759 2.61274 -2.02070
H 0.42196 -0.09475 -3.90297
H -1.12930 -4.83979 -1.91897
H 3.32301 -1.91903 1.81011
H -1.79242 -4.13076 -4.10696
H 3.90371 -0.84119 -0.38657
H 1.19632 0.91809 4.09059
H -2.73918 -3.99382 -0.59966
H -0.25794 1.47794 -3.46929
H 3.54274 2.00069 -0.92755
H 0.43163 -4.76348 -2.74518
H -3.56075 -1.48839 -2.18122
H -5.55991 4.73846 3.18583
H 1.28206 2.07077 2.10916
H -1.91182 -0.51502 -3.65444
H 2.21116 2.86786 -0.13815
H -4.87036 4.36070 1.65319
H -3.27366 -3.88693 -2.29848
H 2.29426 1.78225 -2.79591
H 5.00153 1.70080 0.80506
H 2.83392 0.24890 3.96470
H -1.01469 -0.05887 2.68162
*
```

No. 10
Formula: C3H2Li2O3Y
Source: the OMol25 dataset
Level of theory: ωB97M-V with the def2-TZVPD basis set

The calculation puts the total energy at -393.3935 a.u.

The geometry in ORCA input format:
```
! RIJCOSX wB97M-V def2-TZVPD def2/J DEFGRID3
* xyz 3 1
Y 3.07344 1.06715 1.13070
O 1.06541 0.42308 -0.62063
O 3.59902 -0.57660 -1.04780
O -2.25230 0.08144 0.45238
C 2.69239 0.06720 -1.15359
C -1.05510 0.34739 0.54394
C 0.01237 -0.28280 -0.37601
Li -2.72491 -1.67480 0.91292
Li -3.66934 0.88240 -0.44971
H -0.11786 -1.31231 -0.71292
H -0.62310 0.97784 1.32072
*
```

Question: What is the formula in the ninth record?
Answer: C23H44N3O2P2Zn